Formula: C22H28N4O4S2Sr
Source: OMol25
Level of theory: ωB97M-V with the def2-TZVPD basis set

```
61
Properties=species:S:1:pos:R:3
Sr 1.66749 0.36588 0.03034
C -3.59540 -1.77412 -0.05639
N -2.88740 -1.60749 -1.31218
C -1.59647 -1.89079 -1.51135
S -0.65276 -2.68134 -0.35118
N -1.15423 -1.56902 -2.75280
C 0.21801 -1.73651 -3.17501
H -4.30972 -0.95879 0.05220
H -2.88120 -1.74138 0.76259
H -4.12490 -2.72854 -0.02555
H -3.35820 -1.08715 -2.03371
H -1.62815 -0.78819 -3.18326
H 0.59304 -2.68541 -2.80088
H 0.84759 -0.93317 -2.79171
H 0.24915 -1.73775 -4.26349
C -0.58844 4.29675 -4.24617
C 0.52463 3.44658 -4.04246
C 0.46367 2.46360 -3.09918
C -0.68914 2.24454 -2.29112
C -0.67365 1.24441 -1.25572
C -1.86385 1.10482 -0.57105
C -3.03786 1.84716 -0.87520
C -3.02116 2.81318 -1.84146
C -1.82203 3.05676 -2.56225
C -1.73384 4.09651 -3.52928
H -0.52880 5.09898 -4.97324
H 1.42114 3.58559 -4.63738
H 1.31538 1.81383 -2.93101
H -1.92199 0.40761 0.26023
H -3.95311 1.66208 -0.31409
H -3.90227 3.40851 -2.06506
H -2.59953 4.73530 -3.68154
N 3.61270 -3.36257 -0.35415
C 3.68989 -2.11978 0.17974
C 3.13610 -1.85493 1.45625
C 3.10952 -0.56447 1.95105
C 3.64870 0.49553 1.20689
C 4.20293 0.24147 -0.05835
C 4.23154 -1.04747 -0.56847
S 2.87991 2.12156 1.44141
O 2.65451 2.49109 0.03381
O 1.59368 1.69537 2.01581
O 3.69731 2.98133 2.22111
H 4.24551 -3.60127 -1.09843
H 3.36510 -4.12405 0.25411
H 2.72238 -2.66899 2.03809
H 2.65091 -0.34311 2.90519
H 4.55430 1.08669 -0.63913
H 4.66245 -1.23954 -1.54162
C -1.86851 -1.58013 5.63262
N -1.19938 -1.08821 4.43966
C 0.24790 -1.01710 4.42465
C -1.90699 -0.81219 3.31417
O -1.43814 -0.51662 2.23399
H -1.24229 -1.37891 6.49949
H -2.05494 -2.65474 5.58606
H -2.81849 -1.06779 5.77381
H 0.60290 -0.41720 5.26313
H 0.54195 -0.54012 3.49484
H 0.69649 -2.01475 4.48309
H -2.99395 -0.87155 3.47953
```

Output
Highest occupied orbital energy: -0.250 Ha
Orbital gap: 6.4 eV
Energy above the lowest of the compared OMol25 structures with the same formula, charge and spin: 98.34 kJ/mol